C30H23N5O5Y | ωB97M-V/def2-TZVPD

Last column: Mulliken charge in e.
Positions of all 64 atoms, in Å:
1 Y 0.33712 1.05111 0.02426  0.539
2 O 0.17826 1.81516 -3.76934  -0.488
3 C 0.08724 2.63483 -2.75074  0.886
4 O -0.58060 2.38475 -1.74845  -0.431
5 C 0.71072 4.00078 -3.00799  -0.681
6 O 1.17652 4.61965 -1.83848  -0.304
7 C 2.39796 4.10097 -1.33481  -0.846
8 C 2.15390 2.68692 -0.81008  1.235
9 O 1.86893 1.78557 -1.64246  -0.571
10 O 2.08835 2.47371 0.42283  -0.540
11 H -0.20992 0.93887 -3.58413  0.395
12 H 1.49511 3.91840 -3.77279  0.372
13 H -0.08890 4.65080 -3.38309  0.320
14 H 3.16479 4.08212 -2.11810  0.417
15 H 2.68783 4.76374 -0.51784  0.326
16 N -2.22853 -8.60466 -2.87913  -0.482
17 C -1.96183 -7.55137 -2.51846  -0.133
18 C -1.62364 -6.24655 -2.08689  0.517
19 C -0.57114 -5.56415 -2.69770  -1.030
20 C -0.25976 -4.28564 -2.28452  -0.160
21 C -0.99688 -3.66354 -1.27512  0.733
22 C -2.04048 -4.35660 -0.66413  -0.450
23 C -2.35183 -5.64027 -1.06349  -0.919
24 C -0.64107 -2.29339 -0.85832  1.321
25 C 0.69007 -2.10775 -0.44976  -0.371
26 C 1.65070 -3.13359 -0.22892  -0.648
27 C 2.83569 -2.51451 0.09444  -1.481
28 C 2.57800 -1.13639 0.07766  -0.284
29 N 1.30225 -0.87568 -0.23363  0.184
30 C -1.64380 -1.31303 -0.89329  -0.512
31 C -2.97564 -1.47813 -1.36635  -0.713
32 C -3.64684 -0.31078 -1.08254  -1.408
33 C -2.71958 0.54090 -0.46339  -0.399
34 N -1.51480 -0.03203 -0.35673  0.688
35 H -0.00818 -6.03738 -3.48829  0.473
36 H 0.54952 -3.74835 -2.75511  0.555
37 H -2.58827 -3.89072 0.14087  0.563
38 H -3.15751 -6.17884 -0.59061  0.476
39 H 1.46438 -4.18698 -0.30211  0.681
40 H 3.77379 -2.98476 0.30733  0.517
41 H 3.28512 -0.34065 0.25682  0.556
42 H -3.34885 -2.34931 -1.87083  0.656
43 H -4.67704 -0.08472 -1.26988  0.490
44 H -2.89602 1.53588 -0.08249  0.563
45 C 0.46307 -1.14450 4.15005  -1.039
46 C 0.58302 -0.09617 5.05064  -0.441
47 C 0.49569 1.20135 4.57513  -1.004
48 C 0.32588 1.41657 3.20738  0.407
49 N 0.21680 0.39671 2.34007  0.334
50 C 0.27055 -0.84808 2.81102  -0.215
51 C 0.23426 2.77280 2.62756  1.315
52 C 0.78143 3.88182 3.26382  -1.017
53 C 0.67431 5.12749 2.66794  -0.591
54 C -0.01776 5.23736 1.47374  -1.095
55 C -0.53858 4.08457 0.90292  0.324
56 N -0.39287 2.87272 1.43760  -0.059
57 H 0.52352 -2.17348 4.46827  0.460
58 H 0.73487 -0.28647 6.10278  0.452
59 H 0.55898 2.03185 5.25810  0.413
60 H 0.14646 -1.64851 2.08938  0.446
61 H 1.31507 3.77231 4.19341  0.369
62 H 1.11768 5.99148 3.13802  0.455
63 H -0.14324 6.19098 0.98564  0.440
64 H -1.09431 4.14482 -0.02770  0.433

Properties
E_HOMO: -10.52 eV
Energy above the lowest of the compared OMol25 structures with the same formula, charge and spin: 17.3 kcal/mol
Charge: +1
LUMO: -0.1357 hartree
Gap between HOMO and LUMO: 6.8 eV

C30H24BLiN3O3PSe2 | ωB97M-V/def2-TZVPD

Last column: Mulliken charge in e.
Positions of all 65 atoms, in Å:
1 Li -1.56983 -1.29066 -0.75135  0.830
2 O -5.68903 -0.59604 -0.89514  -0.827
3 C -4.52784 -0.98681 -1.13865  -0.009
4 N -3.50767 -1.11079 -0.33169  -0.113
5 C -3.70457 -0.75085 1.03354  -0.512
6 C -2.56412 -1.15807 1.91162  0.560
7 C -2.66533 -1.00294 3.29878  -0.771
8 C -1.56066 -1.24946 4.08439  -0.263
9 C -0.38940 -1.68115 3.47558  -0.645
10 C -0.39607 -1.85221 2.10086  -0.313
11 N -1.45092 -1.59409 1.35009  -0.087
12 C -4.13071 -1.34163 -2.54882  0.583
13 C -4.59068 -0.55791 -3.60872  -0.720
14 C -4.10598 -0.79367 -4.87839  -0.204
15 C -3.21766 -1.84544 -5.06488  -0.538
16 C -2.87099 -2.60444 -3.96156  -0.188
17 N -3.30229 -2.36385 -2.73732  -0.358
18 H -4.65275 -1.16356 1.42642  0.338
19 H -3.77836 0.34728 1.14118  0.087
20 H -3.60105 -0.67411 3.72926  0.378
21 H -1.60434 -1.08770 5.15614  0.381
22 H 0.50292 -1.86719 4.05467  0.390
23 H 0.47801 -2.20482 1.56838  0.409
24 H -5.29810 0.23114 -3.39859  0.395
25 H -4.40295 -0.16713 -5.71218  0.381
26 H -2.80729 -2.05892 -6.04187  0.359
27 H -2.20637 -3.45561 -4.05752  0.384
28 Se 1.94339 0.85255 0.10479  -0.391
29 P 1.01249 2.23899 1.43722  0.357
30 Se -1.11606 2.32524 1.62856  -0.570
31 C 1.62244 3.88054 0.84813  0.497
32 C 0.70633 4.84161 0.44694  -0.323
33 C 1.11746 5.95698 -0.25968  -0.586
34 C 2.45729 6.12238 -0.56969  -0.361
35 C 3.38119 5.17689 -0.14813  -0.581
36 C 2.97000 4.06447 0.55856  -0.368
37 C 1.69590 1.92129 3.12734  0.561
38 C 0.88179 2.12389 4.23397  -0.352
39 C 1.27121 1.69311 5.48777  -0.628
40 C 2.50980 1.09699 5.66469  -0.424
41 C 3.34005 0.91608 4.56941  -0.615
42 C 2.92845 1.30331 3.30726  -0.405
43 H -0.34065 4.68846 0.66826  0.237
44 H 0.38738 6.68589 -0.58708  0.360
45 H 2.78359 6.96663 -1.16536  0.341
46 H 4.42880 5.29493 -0.39359  0.343
47 H 3.68648 3.30721 0.84340  0.293
48 H -0.08603 2.58473 4.09285  0.308
49 H 0.59308 1.80005 6.32517  0.382
50 H 2.82254 0.75607 6.64448  0.358
51 H 4.30850 0.44933 4.69598  0.352
52 H 3.54176 1.08666 2.44377  0.263
53 O 0.70893 -1.42821 -3.18815  -0.678
54 B 0.01170 -1.77362 -1.99475  0.096
55 O 0.57465 -3.01999 -1.55909  -0.646
56 C 1.52395 -3.36757 -2.42859  0.878
57 C 2.34196 -4.47865 -2.45445  -0.946
58 C 3.25661 -4.58425 -3.49675  -0.433
59 C 3.34363 -3.61213 -4.47950  -0.465
60 C 2.51797 -2.49364 -4.46495  -0.919
61 C 1.60970 -2.37997 -3.43312  0.628
62 H 2.28847 -5.22854 -1.67817  0.421
63 H 3.91733 -5.44120 -3.53709  0.328
64 H 4.07129 -3.72015 -5.27430  0.345
65 H 2.60064 -1.72574 -5.22034  0.417

Properties
E_HOMO: -1.13 eV
Energy above the lowest of the compared OMol25 structures with the same formula, charge and spin: 29.5 kcal/mol
Charge: -2
LUMO: 0.1639 hartree
Gap between HOMO and LUMO: 5.6 eV

C30H24BrClO2PZr | ωB97M-V/def2-TZVPD

Last column: Mulliken charge in e.
Positions of all 60 atoms, in Å:
1 C -0.54343 -1.80723 2.71108  -0.638
2 C -0.35763 -1.91198 1.24857  0.283
3 C 1.02144 -2.34756 1.05082  -0.448
4 H -1.19144 -1.98278 0.49088  0.229
5 C 1.65378 -2.56438 2.37507  -0.359
6 C 0.69110 -2.14374 3.42676  -0.745
7 H 0.86035 -2.24911 4.54264  0.491
8 H -1.51598 -1.66572 3.20525  0.510
9 H 1.39270 -2.80989 0.10970  0.500
10 H 2.64946 -3.06267 2.62471  0.362
11 Zr 1.18961 -0.20948 2.37966  1.144
12 Cl 3.49541 0.18869 1.68920  -0.477
13 P 0.20010 -0.18288 -2.50709  0.316
14 C 1.48331 -1.34576 -2.79802  0.450
15 C 1.19313 -2.15522 -3.91407  -0.313
16 H 0.18529 -2.11367 -4.34235  0.419
17 C 2.20973 -2.94246 -4.40457  -0.629
18 H 1.97705 -3.57156 -5.25048  0.416
19 C 3.47635 -2.96526 -3.79175  -0.547
20 H 4.23094 -3.62529 -4.20464  0.407
21 C 3.72086 -2.18592 -2.65373  -0.448
22 H 4.70275 -2.25308 -2.17651  0.406
23 C 2.74214 -1.37923 -2.10932  -0.426
24 H 2.94295 -0.79768 -1.19832  0.401
25 C -1.48260 -0.69956 -2.55966  0.599
26 C -1.84245 -2.06677 -2.33889  -0.316
27 H -1.11750 -2.80210 -1.94773  0.550
28 C -3.12243 -2.44158 -2.71879  -0.690
29 H -3.42569 -3.47906 -2.58449  0.400
30 C -4.03261 -1.48674 -3.19767  -0.584
31 H -5.05097 -1.77968 -3.43861  0.373
32 C -3.69128 -0.12554 -3.27603  -0.525
33 H -4.41948 0.63200 -3.55610  0.404
34 C -2.42754 0.30158 -2.90856  -0.759
35 H -2.11816 1.35689 -2.93173  0.378
36 C 0.61138 1.53076 -2.59843  0.195
37 C 1.21485 1.78348 -3.84852  -0.594
38 H 1.48522 0.93178 -4.47319  0.433
39 C 1.38668 3.10857 -4.19944  -0.579
40 H 1.81609 3.29875 -5.17073  0.393
41 C 1.05955 4.15442 -3.32291  -0.562
42 H 1.23769 5.17460 -3.64998  0.384
43 C 0.55685 3.86895 -2.04805  -0.359
44 H 0.34649 4.69582 -1.36377  0.402
45 C 0.33353 2.56614 -1.63713  -0.317
46 H -0.04872 2.36357 -0.63317  0.540
47 Br 1.54822 2.42498 4.02327  -0.214
48 C -0.03301 2.29441 5.17515  0.201
49 C 0.17848 2.52045 6.52681  -0.434
50 C -0.83224 2.35875 7.46386  -0.616
51 C -2.09172 1.94592 7.01769  -0.469
52 C -2.31575 1.68637 5.66134  -0.686
53 C -1.28774 1.80791 4.71282  0.826
54 C -1.69335 1.37449 3.31261  0.323
55 O -2.86924 1.44395 2.91809  -0.571
56 O -0.59896 0.88902 2.64503  -0.041
57 H 1.15966 2.79480 6.87111  0.412
58 H -0.64234 2.54473 8.51987  0.398
59 H -2.90814 1.79461 7.71798  0.390
60 H -3.29271 1.31719 5.33444  0.406

Properties
E_HOMO: -8.76 eV
Charge: +1
LUMO: -0.1922 hartree
Gap between HOMO and LUMO: 3.5 eV

> Number 3 is which compound?

C30H24BrClO2PZr

> LUMO of number 3 (C30H24BrClO2PZr)?

-0.1922 hartree

> The lowest charge belongs to which entry?

C30H24BLiN3O3PSe2

> What is the charge in the second record?

-2